<1>
Density functional theory data (the ωB97M-V functional and the def2-TZVPD basis) for one molecule with the formula C5H7BrO.

The orbital gap (spin up / spin down) is 8.1265 / 8.5421 eV. The HOMO energy (spin up / spin down) is -7.86 / -8.15 eV. Its LUMO energy (spin up / spin down) is 0.27 / 0.39 eV.

ORCA input file:
```
! wB97M-V def2-TZVPD RIJCOSX def2/J DEFGRID3
* xyz 0 1
C -0.744 -0.457 -0.658
C -0.219 0.032 0.481
C -0.118 -0.232 -1.948
C 1.700 1.021 -1.014
C -0.289 0.038 1.913
O 1.289 0.070 -1.910
Br 1.024 2.757 -1.252
H -1.694 -0.959 -0.972
H -0.117 -1.206 -2.641
H -0.831 0.456 -2.569
H 2.723 0.936 -0.810
H 0.668 0.314 2.277
H -0.492 -0.870 2.306
H -1.126 0.710 2.301
*
```



<2>
Density functional theory data (the ωB97M-V functional and the def2-TZVPD basis) for one molecule with the formula C5H7BrO.

The orbital gap is 9.8873 eV. The HOMO energy is -9.79 eV. Its SMILES is C[C@]1(Br)CCC1=O. Its LUMO energy is 0.10 eV.

ORCA input file:
```
! wB97M-V def2-TZVPD RIJCOSX def2/J DEFGRID3
* xyz 0 1
C -0.231 1.187 0.007
C 0.656 0.971 -1.146
C 0.339 -0.524 -1.056
C -0.572 -0.207 0.123
C -0.198 -0.786 1.455
O -0.498 2.160 0.647
Br -2.548 -0.435 -0.185
H 0.639 1.389 -2.081
H 1.591 1.241 -0.551
H -0.293 -0.967 -1.820
H 1.191 -1.253 -0.741
H 0.001 -1.958 1.311
H -0.850 -0.606 2.266
H 0.772 -0.211 1.770
*
```



Name the most stable of them. <2>.



<1>
Density functional theory data (the ωB97M-V functional and the def2-TZVPD basis) for a 2-piece molecular cluster, C7H13N2S overall.

The orbital gap is 8.6980 eV. The HOMO energy is -13.10 eV. Its LUMO energy is -4.41 eV.

ORCA input file:
```
! wB97M-V def2-TZVPD RIJCOSX def2/J DEFGRID3
* xyz 1 1
C -1.899 0.503 -0.630
C 1.227 -1.417 -0.931
C 1.500 -0.989 0.351
C 1.640 0.441 0.776
C 1.557 -1.896 1.560
C 1.350 2.838 0.394
C -4.108 -0.737 -1.256
N -0.909 0.769 -1.221
N 1.324 1.442 0.074
S -3.202 -0.036 0.270
H 1.239 -2.619 -1.112
H 1.133 -0.867 -1.876
H 0.734 -1.699 2.276
H 1.421 -2.894 1.394
H 2.495 -1.853 1.980
H 2.081 3.394 -0.236
H 0.341 3.235 0.326
H 1.737 2.938 1.419
H -4.704 -1.541 -0.975
H -3.365 -1.134 -1.878
H -4.650 0.151 -1.598
H 0.786 1.411 -0.813
H 2.272 0.561 1.704
*
```



<2>
Density functional theory data (the ωB97M-V functional and the def2-TZVPD basis) for C7H13N2S as an isolated structure.

The orbital gap is 9.2206 eV. The HOMO energy is -13.08 eV. Its LUMO energy is -3.86 eV.

ORCA input file:
```
! wB97M-V def2-TZVPD RIJCOSX def2/J DEFGRID3
* xyz 1 1
C 1.316 -0.200 1.374
C 1.861 0.935 0.673
C 0.284 -0.913 0.989
C -0.573 0.964 -0.301
C -0.425 -2.057 1.642
C -1.091 1.498 -1.587
C 0.552 -0.981 -1.315
N 1.192 1.718 -0.105
N -0.398 -0.451 -0.276
S -1.626 1.505 1.071
H 1.925 -0.523 2.220
H 2.954 1.316 0.922
H 0.166 -2.035 2.571
H -0.495 -2.953 0.966
H -1.458 -1.593 1.676
H -0.894 0.659 -2.344
H -0.473 2.370 -1.950
H -2.050 1.991 -1.590
H 1.080 -0.133 -1.761
H 1.109 -1.874 -0.947
H -0.121 -1.235 -2.266
H -1.314 -0.885 -0.312
H -1.520 2.877 0.650
*
```



Name the most stable of them. <1>.



<1>
Density functional theory data (the ωB97M-V functional and the def2-TZVPD basis) for a 3-piece molecular cluster, C3H12NO2 overall.

The orbital gap (spin up / spin down) is 7.5992 / 3.7752 eV. The HOMO energy (spin up / spin down) is -17.69 / -17.68 eV. Its LUMO energy (spin up / spin down) is -10.09 / -13.91 eV.

ORCA input file:
```
! wB97M-V def2-TZVPD RIJCOSX def2/J DEFGRID3
* xyz 2 2
C -2.099 -1.301 -1.256
C -1.101 -1.012 -0.247
C -1.258 -0.586 1.062
N 0.321 -1.177 -0.664
H -2.410 -0.359 -1.753
H -1.728 -1.992 -2.019
H -3.009 -1.709 -0.816
H -0.431 -0.552 1.767
H -2.253 -0.353 1.437
H 0.398 -1.089 -1.687
H 0.618 -2.158 -0.547
H 1.034 -0.504 -0.243
H 2.263 1.174 0.526
H 3.095 0.007 0.855
O 2.304 0.217 0.337
H 1.064 4.004 1.746
H 1.681 3.983 0.366
O 1.510 3.409 1.137
*
```



<2>
Density functional theory data (the ωB97M-V functional and the def2-TZVPD basis) for a 3-piece molecular cluster, C3H12NO2 overall.

The orbital gap (spin up / spin down) is 8.5491 / 5.0074 eV. The HOMO energy (spin up / spin down) is -18.71 / -18.70 eV. Its LUMO energy (spin up / spin down) is -10.16 / -13.69 eV.

ORCA input file:
```
! wB97M-V def2-TZVPD RIJCOSX def2/J DEFGRID3
* xyz 2 2
C -0.138 2.578 1.827
C 0.289 1.221 1.242
C -0.181 0.105 1.820
N -0.690 -0.965 0.885
H -0.988 2.907 1.177
H 0.711 3.297 1.733
H -0.390 2.310 2.853
H 0.645 1.045 0.168
H -0.324 0.060 2.847
H -0.848 -1.817 1.369
H -0.113 -0.943 -0.039
H -1.580 -0.700 0.502
H 0.521 -1.033 -2.260
H 1.166 0.188 -2.170
O 0.925 -0.463 -1.537
H -0.205 -3.078 -3.256
H 0.944 -2.499 -3.904
O 0.254 -2.212 -3.255
*
```



Name the most stable of them. <1>.



<1>
Density functional theory data (the ωB97M-V functional and the def2-TZVPD basis) for a 2-piece molecular cluster, C3H4FN overall.

The orbital gap is 7.8081 eV. The HOMO energy is -8.00 eV. Its LUMO energy is -0.19 eV.

ORCA input file:
```
! wB97M-V def2-TZVPD RIJCOSX def2/J DEFGRID3
* xyz 0 1
C 1.027 -1.500 0.120
C -0.770 -0.186 0.966
C -0.913 2.227 -0.542
N 0.000 -0.947 0.500
F -0.835 1.451 -1.689
H 1.884 -1.706 0.760
H 1.285 -1.778 -0.856
H -1.807 -0.220 1.211
H 0.129 2.659 -0.470
*
```



<2>
Density functional theory data (the ωB97M-V functional and the def2-TZVPD basis) for one molecule with the formula C3H4FN.

The orbital gap is 12.7312 eV. The HOMO energy is -11.96 eV. Its SMILES is N#CCCF. Its LUMO energy is 0.77 eV.

ORCA input file:
```
! wB97M-V def2-TZVPD RIJCOSX def2/J DEFGRID3
* xyz 0 1
C 2.232 -0.503 -0.017
C 0.805 -0.169 -0.458
C 0.109 0.942 0.338
N 3.250 -0.844 0.322
F -0.067 2.063 -0.413
H 0.670 0.000 -1.472
H 0.346 -1.180 -0.137
H 0.739 1.435 1.171
H -0.881 0.616 0.826
*
```



Name the most stable of them. <2>.



<1>
Density functional theory data (the ωB97M-V functional and the def2-TZVPD basis) for one molecule with the formula C4H4F2N2.

The orbital gap is 10.0017 eV. The HOMO energy is -9.25 eV. Its SMILES is Cn1cc(F)c(F)n1. Its LUMO energy is 0.75 eV.

ORCA input file:
```
! wB97M-V def2-TZVPD RIJCOSX def2/J DEFGRID3
* xyz 0 1
C -0.171 1.054 -0.059
C -1.598 0.829 -0.062
C -1.699 -0.577 0.192
C 1.819 -0.454 -0.083
N -0.503 -1.164 0.286
N 0.398 -0.138 0.160
F -2.625 1.690 -0.044
F -2.765 -1.392 0.120
H 0.494 1.848 -0.277
H 1.918 -1.467 -0.540
H 2.346 0.336 -0.577
H 2.386 -0.565 0.884
*
```



<2>
Density functional theory data (the ωB97M-V functional and the def2-TZVPD basis) for one molecule with the formula C4H4F2N2.

The orbital gap is 9.4583 eV. The HOMO energy is -8.78 eV. Its SMILES is [H]/N=C1\NC=C(F)[C@H]1F. Its LUMO energy is 0.68 eV.

ORCA input file:
```
! wB97M-V def2-TZVPD RIJCOSX def2/J DEFGRID3
* xyz 0 1
C -0.331 -1.058 0.278
C -1.408 -0.047 0.028
C -0.899 1.151 -0.225
C 0.920 -0.222 0.162
H -0.441 -1.470 1.284
H -1.395 2.086 -0.527
H 1.098 1.775 -0.610
H 2.804 0.012 -0.068
N 0.506 1.083 -0.099
N 2.105 -0.682 0.152
F -0.300 -2.170 -0.521
F -2.659 -0.458 0.147
*
```



Name the most stable of them. <2>.